Record 1
Molecular formula: C44H82BCl2IN6O16P3S
Method: DFT, wB97M-V/def2-TZVPD

Last column: Mulliken charge in e.
Atoms and positions in Å:
C: 9.51463 -3.86907 -0.04149  -1.168
C: 8.64400 -5.13067 0.07042  -0.648
C: 7.20117 -4.91144 -0.41498  -0.376
C: 6.53621 -3.81769 0.42755  -1.052
C: 5.04824 -3.55712 0.02171  2.293
C: 4.20924 -3.67626 1.29533  -1.339
N: 2.73323 -3.78712 1.14368  1.685
C: 2.23951 -4.43339 0.03246  -3.035
N: 2.42986 -5.71061 -0.12774  0.864
C: 1.89163 -6.47834 -1.26407  -0.958
C: 2.97770 -6.76441 -2.31925  -0.374
C: 2.43848 -7.28619 -3.65098  -1.332
I: 0.84019 -8.69713 -3.46225  0.074
C: 3.21319 -6.51884 0.83428  -0.262
C: 2.62184 -6.55970 2.25657  0.360
O: 3.48621 -7.40833 3.01854  -0.461
C: 4.67157 -6.78322 3.33608  0.820
C: 4.70638 -5.75550 4.44141  -0.899
O: 5.67691 -7.08904 2.76104  -0.500
N: 1.44213 -3.75879 -0.89206  0.843
B: 2.11399 -3.13093 -2.10400  0.191
O: 3.06816 -2.16374 -2.01800  -0.316
C: 1.64989 -3.61948 -3.54854  -0.286
C: 0.12992 -3.87400 -3.66449  -1.359
C: 0.31968 -3.02654 -0.31935  -1.162
Cl: 0.14075 -1.49851 -1.26720  0.160
C: 0.46089 -2.71670 1.23786  0.984
N: -0.21472 -1.44920 1.41716  -0.541
C: -0.24083 -0.85097 2.48129  0.540
S: -0.27246 -0.09109 3.83163  -0.232
C: -0.18235 -3.88429 1.99853  0.698
C: -0.49640 -5.10682 1.37605  -0.191
C: -1.06605 -6.10504 2.14987  -0.506
N: -1.36090 -6.04248 3.43857  -0.602
C: -1.03782 -4.89901 4.04321  -0.700
C: -0.46079 -3.84170 3.35673  -0.342
C: 1.98198 -2.65682 1.60245  0.513
Cl: 2.67039 -1.11866 0.97417  0.136
O: 2.14922 -2.70419 3.04779  -0.335
C: 2.73176 -1.68882 3.63079  0.715
N: 3.42714 -0.96515 4.19431  -0.567
H: 9.29587 -3.28965 -0.94346  0.264
H: 9.34549 -3.20246 0.80825  0.291
H: 10.57790 -4.10869 -0.03862  0.387
H: 9.10956 -5.90211 -0.54688  0.423
H: 8.63158 -5.44669 1.11569  0.301
H: 7.18634 -4.65231 -1.47693  0.372
H: 6.66060 -5.84697 -0.22350  0.113
H: 6.59281 -4.13092 1.47694  0.372
H: 7.07677 -2.87325 0.35469  0.513
H: 5.00413 -2.52469 -0.31870  -0.577
H: 4.80953 -4.29550 -0.74867  -0.394
H: 4.55285 -4.57783 1.80939  -1.011
H: 4.50304 -2.86911 1.96480  0.810
H: 1.61946 -7.44855 -0.84624  1.054
H: 0.97543 -6.05726 -1.67017  0.304
H: 3.59426 -7.57039 -1.90530  0.528
H: 3.66714 -5.92292 -2.44462  0.221
H: 3.24905 -7.81220 -4.15118  0.656
H: 2.09994 -6.50677 -4.32880  0.406
H: 4.24827 -6.17807 0.80817  -0.820
H: 3.25408 -7.55011 0.48838  0.914
H: 1.65126 -7.04852 2.20627  0.226
H: 2.58183 -5.59382 2.76029  -0.088
H: 5.38047 -4.94180 4.17380  0.290
H: 3.73604 -5.31264 4.67309  0.267
H: 5.12421 -6.22151 5.33486  0.387
H: 3.76690 -2.30343 -2.66847  0.157
H: 1.92503 -2.85889 -4.28268  0.492
H: 2.19854 -4.54198 -3.77064  0.187
H: -0.08362 -4.28887 -4.65213  0.435
H: -0.43532 -2.94586 -3.60935  0.357
H: -0.21565 -4.58050 -2.90623  0.227
H: -0.62046 -3.53713 -0.51083  0.526
H: -0.30136 -5.27669 0.32598  0.070
H: -1.29921 -7.04350 1.64890  0.445
H: -1.26758 -4.81636 5.09870  0.433
H: -0.22673 -2.95139 3.92639  0.108
O: -4.50688 3.91824 0.23094  -0.808
P: -4.51716 2.66749 -0.56750  1.147
O: -4.42164 3.14512 -2.12713  -0.363
C: -3.71175 4.32110 -2.50879  -0.290
C: -2.26817 4.02373 -2.86499  -0.938
O: -6.04840 2.15286 -0.43880  -0.334
C: -6.95725 2.72257 0.50527  -0.368
C: -7.79438 3.80460 -0.14213  -0.993
O: -4.07842 1.12796 -0.85723  -0.426
C: -2.79548 0.81753 -1.39598  -0.398
C: -1.66593 1.15944 -0.44580  -0.865
H: -3.75822 5.08712 -1.73419  0.306
H: -4.22675 4.72132 -3.38328  0.357
H: -1.73439 3.59849 -2.01103  0.160
H: -1.75348 4.93505 -3.17046  0.408
H: -2.20979 3.30648 -3.68574  0.247
H: -6.42979 3.09918 1.38057  0.346
H: -7.60422 1.91193 0.84493  0.343
H: -7.17067 4.58310 -0.58294  0.292
H: -8.46266 4.26367 0.58808  0.359
H: -8.39640 3.38555 -0.94964  0.298
H: -2.66664 1.30177 -2.36602  0.203
H: -2.79962 -0.25727 -1.58542  0.396
H: -1.67244 2.22291 -0.18680  0.469
H: -0.70288 0.91935 -0.89278  0.354
H: -1.76976 0.59950 0.48323  0.106
O: -13.01199 9.71502 0.17265  -0.793
P: -12.65074 8.70698 1.20003  1.082
O: -11.72188 7.60874 0.41957  -0.323
C: -10.86842 7.98194 -0.65747  -0.300
C: -9.46906 8.32225 -0.18250  -0.889
O: -14.03920 7.89954 1.43326  -0.351
C: -15.28164 8.37952 0.92074  -0.294
C: -15.59486 7.73840 -0.41478  -1.038
O: -12.19493 8.26071 2.69080  -0.387
C: -10.83397 8.37715 3.11170  -0.088
C: -10.37172 9.81748 3.19291  -1.089
H: -11.28369 8.81097 -1.23174  0.319
H: -10.82437 7.12208 -1.32854  0.347
H: -9.48605 9.16592 0.51146  0.179
H: -8.82937 8.58563 -1.02561  0.400
H: -9.01935 7.47362 0.33627  0.166
H: -15.28358 9.46619 0.84880  0.338
H: -16.04677 8.10423 1.64899  0.337
H: -14.79503 7.91461 -1.13447  0.275
H: -16.52647 8.13279 -0.82326  0.373
H: -15.69409 6.65770 -0.30155  0.271
H: -10.18869 7.78224 2.46288  0.137
H: -10.78464 7.92089 4.10059  0.334
H: -10.46909 10.31945 2.22503  0.328
H: -9.32876 9.86834 3.50571  0.357
H: -10.97788 10.37323 3.90889  0.311
O: 7.08061 4.03631 -1.56498  -0.808
P: 7.39510 2.58916 -1.64493  1.174
O: 7.82257 2.15242 -0.12745  -0.341
C: 7.25244 2.77652 1.02102  -0.403
C: 6.02444 2.03812 1.51969  -0.741
O: 8.80147 2.55125 -2.44531  -0.332
C: 9.31965 3.70494 -3.11369  -0.282
C: 10.29893 4.44342 -2.22681  -1.040
O: 7.12155 1.06650 -2.15573  -0.434
C: 6.11044 0.27257 -1.54783  -0.142
C: 4.71179 0.80687 -1.78654  -0.740
H: 7.01133 3.82270 0.83118  0.314
H: 8.02276 2.76270 1.79333  0.356
H: 5.24373 2.01654 0.75430  0.078
H: 5.61881 2.52322 2.40771  0.478
H: 6.26865 1.00509 1.77685  0.161
H: 8.51572 4.35877 -3.44803  0.332
H: 9.83208 3.34338 -4.00662  0.334
H: 9.83802 4.72951 -1.28105  0.277
H: 10.66570 5.34261 -2.72310  0.379
H: 11.15083 3.80458 -1.98953  0.276
H: 6.31841 0.15597 -0.48106  0.034
H: 6.20136 -0.72274 -1.99143  0.356
H: 4.60414 1.82706 -1.40667  0.438
H: 3.97886 0.16974 -1.29220  -0.010
H: 4.48781 0.83478 -2.85406  0.299

The LUMO energy is -3.86 eV. Its net charge is +1.

Record 2
Molecular formula: C39H42N5O6S2SbSiZr
Method: DFT, wB97M-V/def2-TZVPD

Last column: Mulliken charge in e.
Atoms and positions in Å:
Zr: -0.34865 -0.03560 -0.07174  -0.981
O: 1.01370 -2.62838 3.05565  -0.570
C: 0.92298 -2.17794 1.72573  0.644
O: 0.18415 -1.05781 1.65100  -0.190
C: 0.30179 -3.24313 0.83172  -1.398
O: 0.11022 -2.63186 -0.42720  0.582
C: -0.44926 -3.47775 -1.43170  -1.987
C: -1.61193 -1.42386 -1.98525  -0.152
O: -1.34670 -0.25207 -2.19994  -0.426
O: -2.36279 -0.69859 0.03548  -0.539
H: 0.24882 -2.24915 3.51049  0.430
H: -0.66610 -3.50811 1.27442  0.346
H: 0.93214 -4.13244 0.74264  0.357
H: -1.32452 -4.00376 -1.03940  0.517
H: 0.30417 -4.19560 -1.76499  0.465
N: 4.07981 1.63368 -0.43011  -0.213
C: 2.79124 1.08762 -0.46039  -0.086
S: 1.81405 1.38244 0.98692  -0.072
N: 2.48688 0.38893 -1.47690  -1.102
N: 1.28624 -0.32439 -1.53271  1.996
C: 1.29950 -1.06773 -2.67651  -1.143
C: 0.44442 -1.98762 -3.23038  0.439
C: 0.85850 -2.53493 -4.50526  -1.176
C: 0.11724 -3.38021 -5.24208  -0.926
C: -1.20707 -3.74667 -4.77243  -0.526
C: -1.67655 -3.35544 -3.58778  -1.449
C: -0.82735 -2.56997 -2.61231  3.715
O: -2.35862 -1.77616 -0.94293  -0.334
H: 4.13199 2.55214 -0.01245  0.263
H: 4.51114 1.59511 -1.34422  0.221
H: 2.19531 -0.87726 -3.26065  0.277
H: 1.82794 -2.21459 -4.87077  0.387
H: 0.47150 -3.74959 -6.19340  0.401
H: -1.84605 -4.34084 -5.41538  0.444
H: -2.67606 -3.62276 -3.26658  0.469
C: -2.48079 0.25146 3.14802  -0.995
C: -2.29801 1.50219 2.34504  0.348
C: -2.99074 2.66254 2.61610  -0.932
C: -2.83942 3.74921 1.74553  -0.791
C: -2.05042 3.66362 0.62701  -0.757
C: -1.37170 2.44760 0.38025  0.491
N: -1.46626 1.44408 1.29293  0.983
N: -0.60536 2.08804 -0.67061  0.646
Si: -0.60508 3.00535 -2.16986  0.238
C: -2.34257 3.09669 -2.84129  -1.108
C: 0.47907 2.19317 -3.43416  -0.928
C: 0.04619 4.73748 -1.83229  -1.340
H: -2.75163 0.48342 4.17816  0.503
H: -1.58013 -0.35926 3.12869  -0.198
H: -3.28475 -0.33894 2.70416  0.306
H: -3.64728 2.71138 3.47331  0.532
H: -3.37147 4.67107 1.94907  0.423
H: -1.95607 4.49501 -0.05453  0.385
H: -2.72093 2.09216 -3.03913  0.213
H: -2.35083 3.65482 -3.78184  0.394
H: -3.03474 3.58890 -2.15532  0.344
H: 0.06465 1.24564 -3.78024  0.074
H: 1.48681 2.00496 -3.06214  0.303
H: 0.54848 2.87358 -4.28843  0.512
H: -0.74895 5.48093 -1.74366  0.401
H: 0.69539 5.05560 -2.65190  0.409
H: 0.63470 4.76809 -0.91272  0.343
S: 2.71007 -1.96897 1.13623  -0.432
Sb: 3.33130 -0.21197 2.66092  2.041
C: 1.99706 0.22525 4.23615  1.125
C: 2.40705 -0.08106 5.53219  -0.682
C: 1.62765 0.29540 6.61848  -0.870
C: 0.44230 0.98629 6.41936  -0.707
C: 0.03256 1.29538 5.13051  -0.914
C: 0.80213 0.91282 4.04110  -0.087
C: 4.62761 1.46266 2.64098  0.646
C: 5.90405 1.42394 2.08947  -0.528
C: 6.71787 2.54470 2.13671  -0.625
C: 6.25656 3.71265 2.73326  -0.655
C: 4.98207 3.75520 3.27529  -0.716
C: 4.16258 2.63298 3.22463  -0.384
C: 4.65931 -1.49832 3.75131  0.313
C: 4.19431 -2.77911 4.06170  -0.092
C: 4.96775 -3.64613 4.81760  -0.959
C: 6.22600 -3.25752 5.25770  -0.463
C: 6.69815 -1.99196 4.95394  -0.784
C: 5.91466 -1.11365 4.21141  -0.396
H: 3.33302 -0.61068 5.70958  0.381
H: 1.95432 0.05117 7.62102  0.401
H: -0.16112 1.28484 7.26708  0.396
H: -0.89017 1.83942 4.96616  0.579
H: 0.45005 1.14700 3.04703  -0.084
H: 6.26417 0.52812 1.59921  0.549
H: 7.70879 2.50632 1.70329  0.440
H: 6.89145 4.58843 2.76942  0.389
H: 4.61556 4.66459 3.73351  0.423
H: 3.16227 2.69174 3.63794  0.381
H: 3.22079 -3.09884 3.71505  0.231
H: 4.58926 -4.63134 5.05961  0.435
H: 6.83339 -3.94073 5.83757  0.368
H: 7.67554 -1.67812 5.29786  0.413
H: 6.29581 -0.11981 4.02618  0.380

The energy relative to the best compared isomer or geometry (same formula, charge and spin) comes out at 3.7 kcal/mol. The LUMO energy is -0.24 eV.

Record 3
Molecular formula: C3H4O
Method: DFT, wB97M-V/def2-TZVPD

Last column: Mulliken charge in e.
Atoms and positions in Å:
C: -0.07577 1.04299 -1.03942  -0.914
C: 0.20184 0.10377 0.04216  -0.289
C: 0.14989 -0.80684 0.88559  0.637
O: 0.44774 -1.78166 1.69367  -0.524
H: 0.60255 0.72462 -1.96409  0.223
H: -1.10200 0.71136 -1.21607  0.220
H: -0.04451 2.10250 -0.81312  0.287
H: -0.17973 -2.09674 2.41127  0.361

The energy relative to the best compared isomer or geometry (same formula, charge and spin) comes out at 43.1 kcal/mol. As for the SMILES: CC#CO. The LUMO energy is 0.58 eV.

Record 4
Molecular formula: C5H4N2
Method: DFT, wB97M-V/def2-TZVPD

Last column: Mulliken charge in e.
Atoms and positions in Å:
C: -2.25103 -0.69629 1.54772  0.112
C: -1.37498 -0.40443 0.77410  -0.317
C: -0.23326 -0.07284 -0.00436  0.024
C: 0.41954 1.13147 -0.09858  -0.422
C: 1.64589 0.82592 -0.73290  -0.323
N: 1.68892 -0.44965 -1.09419  -0.749
N: 0.54480 -0.97467 -0.64695  0.233
H: -3.02203 -0.96880 2.23233  0.409
H: -0.16984 2.01931 -0.05087  0.333
H: 2.51996 1.44812 -0.90057  0.431
H: 0.22396 -1.85721 -1.00879  0.269

The energy relative to the best compared isomer or geometry (same formula, charge and spin) comes out at 52.1 kcal/mol. As for the SMILES: C#Cc1ccn[nH]1. The LUMO energy is 0.97 eV.

Question: Which formula does entry 2 have?
Answer: C39H42N5O6S2SbSiZr

Repeat the third record exactly.
Molecular formula: C3H4O
Method: DFT, wB97M-V/def2-TZVPD

Last column: Mulliken charge in e.
Atoms and positions in Å:
C: -0.07577 1.04299 -1.03942  -0.914
C: 0.20184 0.10377 0.04216  -0.289
C: 0.14989 -0.80684 0.88559  0.637
O: 0.44774 -1.78166 1.69367  -0.524
H: 0.60255 0.72462 -1.96409  0.223
H: -1.10200 0.71136 -1.21607  0.220
H: -0.04451 2.10250 -0.81312  0.287
H: -0.17973 -2.09674 2.41127  0.361

The energy relative to the best compared isomer or geometry (same formula, charge and spin) comes out at 43.1 kcal/mol. As for the SMILES: CC#CO. The LUMO energy is 0.58 eV.